Molecular formula: C4H7NOS
Method: DFT, ωB97M-V with the def2-TZVPD basis set

Geometry (Å):
C: 2.08154 0.88507 0.25775
C: -1.02979 0.77721 -1.08500
C: -0.91619 0.23502 0.30918
C: 0.05619 -0.89529 0.35969
N: 3.03950 1.54321 0.21909
O: 0.29721 -1.39003 1.65321
S: 0.58436 -1.77431 -1.06011
H: -1.66572 1.67332 -1.04328
H: -1.57524 0.13275 -1.80927
H: 0.01956 0.99904 -1.51077
H: -1.85752 -0.08969 0.55532
H: -0.40654 0.94860 1.02846
H: -0.08956 -0.84736 2.42816
H: 1.46221 -2.19754 -0.30244

Computed properties:
**Gap between HOMO and LUMO**: 7.53 eV
**E_HOMO**: -8.9 eV
**Largest force on an atom**: 4.005 eV/A
**Energy above the lowest of the compared OMol25 structures with the same formula, charge and spin**: 103.70 kcal per mole
**E_tot**: -18630.05277 eV
**LUMO**: -1.404 eV

Molecular formula: C4H7NOS
Method: DFT, ωB97M-V with the def2-TZVPD basis set

Geometry (Å):
C: -0.90715 1.45572 -0.00192
C: 0.47718 1.06054 -0.17086
C: 0.21162 -1.44034 0.07699
C: -1.23487 -1.58055 -0.11277
H: -1.47513 0.88998 -0.98419
H: -1.39102 1.04587 0.97186
H: -0.89682 2.61369 -0.23446
H: 3.07824 0.18060 0.94871
H: 1.14845 -2.23472 0.37866
H: -1.55406 -2.52262 0.01698
H: -2.31090 -0.80215 -0.45690
N: 1.00706 -0.26100 -0.22749
O: 1.26667 2.09857 -0.03209
S: 2.58071 -0.50360 -0.17251

Computed properties:
**Gap between HOMO and LUMO**: 9.44 eV
**E_HOMO**: -8.8 eV
**Largest force on an atom**: 6.810 eV/A
**Energy above the lowest of the compared OMol25 structures with the same formula, charge and spin**: 122.85 kcal per mole
**E_tot**: -18629.22245 eV
**LUMO**: 0.639 eV

Molecular formula: C4H7NOS
Method: DFT, ωB97M-V with the def2-TZVPD basis set

Geometry (Å):
C: -1.19402 0.49625 1.30750
C: -0.33061 0.26479 0.12722
C: 1.02351 -0.11440 0.31243
C: 1.92980 -0.51799 -0.71628
H: -2.24211 0.15592 1.41215
H: -0.90810 0.12002 2.32875
H: -1.32040 1.59117 1.47199
H: -1.90694 1.38397 -0.82630
H: -0.64266 -0.20360 -2.01820
H: 1.47029 -0.27395 1.29520
H: 0.64298 -1.81517 -1.19559
N: -1.25817 0.16253 -1.00249
O: 1.24736 -0.97419 -1.83756
S: 3.48907 -0.27535 -0.65881

Computed properties:
**Gap between HOMO and LUMO**: 8.05 eV
**E_HOMO**: -8.4 eV
**Largest force on an atom**: 5.834 eV/A
**Energy above the lowest of the compared OMol25 structures with the same formula, charge and spin**: 125.41 kcal per mole
**E_tot**: -18629.11131 eV
**LUMO**: -0.345 eV

Molecular formula: C4H7NOS
Method: DFT, ωB97M-V with the def2-TZVPD basis set

Geometry (Å):
C: -0.70104 0.13607 1.23981
C: 0.18711 -0.57763 0.26615
C: 0.15741 -0.38868 -1.10183
C: -0.45316 0.72172 -1.79275
H: -0.09080 0.89185 1.76540
H: -1.01450 -0.57671 1.98497
H: -1.57522 0.59405 0.76257
H: 1.73888 -1.91177 0.19892
H: 1.22538 -1.54668 1.84343
H: 0.56314 -1.16274 -1.73601
H: 0.22493 2.26119 -0.09181
N: 1.07309 -1.46523 0.83549
O: -1.10060 0.58769 -2.85150
S: -0.23462 2.43686 -1.32285

Computed properties:
**Gap between HOMO and LUMO**: 9.04 eV
**E_HOMO**: -8.5 eV
**Largest force on an atom**: 3.456 eV/A
**Energy above the lowest of the compared OMol25 structures with the same formula, charge and spin**: 19.35 kcal per mole
**E_tot**: -18633.71035 eV
**LUMO**: 0.549 eV
**SMILES**: C/C(N)=C\C(=O)S

Molecular formula: C4H7NOS2
Method: DFT, ωB97M-V with the def2-TZVPD basis set

Geometry (Å):
C: -1.56221 -0.96113 1.29982
C: -2.08920 0.36745 0.66056
C: 0.19034 -0.51326 -0.58081
C: 2.50557 1.26919 -1.04625
N: -0.47539 -1.45487 0.79597
O: -2.17783 -1.55024 2.16381
S: -1.26265 0.51297 -1.03732
S: 1.47736 0.41259 0.24810
H: -3.20394 0.38345 0.39605
H: -1.75961 1.21876 1.22685
H: 0.58948 -1.23808 -1.35024
H: 2.45917 0.46694 -1.75655
H: 3.47879 1.34677 -0.62075
H: 2.05609 2.19502 -1.48893
H: -0.22598 -2.45557 1.08970

Computed properties:
**Gap between HOMO and LUMO**: 9.23 eV
**E_HOMO**: -8.8 eV
**Largest force on an atom**: 5.657 eV/A
**Energy above the lowest of the compared OMol25 structures with the same formula, charge and spin**: 42.72 kcal per mole
**E_tot**: -29467.93801 eV
**LUMO**: 0.414 eV
**SMILES**: CS[C@H]1NC(=O)CS1

Molecular formula: C4H7NOS2
Method: DFT, ωB97M-V with the def2-TZVPD basis set

Geometry (Å):
C: -0.85521 -0.40438 0.93150
C: -0.77618 -0.56384 -1.73723
C: 1.30585 -0.47419 1.69110
C: 0.22433 0.59995 -1.93686
N: 0.06523 -0.25470 1.98104
O: 2.10115 0.08297 2.62134
S: -2.28662 0.38616 0.86667
S: -0.16310 -1.50434 -0.27910
H: -0.59075 -1.26560 -2.59468
H: -1.78928 -0.24136 -1.50156
H: 0.25057 0.80896 -3.07247
H: 1.19221 0.31889 -1.58766
H: 0.03053 1.52278 -1.25756
H: -0.20887 0.45184 2.68023
H: 1.50013 0.53685 3.19525

Computed properties:
**Gap between HOMO and LUMO**: 8.06 eV
**E_HOMO**: -8.5 eV
**Largest force on an atom**: 3.972 eV/A
**Energy above the lowest of the compared OMol25 structures with the same formula, charge and spin**: 71.77 kcal per mole
**E_tot**: -29466.67820 eV
**LUMO**: -0.394 eV

Molecular formula: C4H7NOS2
Method: DFT, ωB97M-V with the def2-TZVPD basis set

Geometry (Å):
C: -0.13472 -0.50079 -1.12188
C: -0.02387 0.16477 1.76353
C: -0.18459 -0.82916 -2.58643
C: -0.57416 1.51014 1.56616
N: -1.01902 -0.86547 -0.33014
O: 1.74443 -1.67645 1.56198
S: 1.50153 0.20312 -0.77096
S: 1.61383 -0.26968 1.34839
H: -0.30050 -0.21325 2.72434
H: 0.74390 -0.38956 -3.04217
H: -1.21857 -0.73077 -2.97228
H: 0.05972 -1.82580 -2.69451
H: -0.27515 1.94204 0.67316
H: -0.30742 2.05099 2.40077
H: -1.62542 1.42987 1.48004

Computed properties:
**Gap between HOMO and LUMO**: 7.05 eV
**E_HOMO**: -8.5 eV
**Largest force on an atom**: 2.602 eV/A
**Energy above the lowest of the compared OMol25 structures with the same formula, charge and spin**: 113.83 kcal per mole
**E_tot**: -29464.85432 eV
**LUMO**: -1.462 eV

Molecular formula: C4H7NS
Method: DFT, ωB97M-V with the def2-TZVPD basis set

Geometry (Å):
C: -2.27899 -1.27907 0.80851
C: 0.09722 0.23023 -1.41506
C: -0.75823 0.09416 -0.14347
C: 1.59083 0.32255 -1.13071
N: -1.97007 -0.58647 -0.15196
S: -0.87451 1.76785 -0.93061
H: -3.28477 -1.67438 0.88200
H: -1.63706 -1.44584 1.59613
H: -0.24933 -0.29572 -2.25069
H: -0.12733 0.12886 0.73185
H: 2.23843 0.28262 -2.08426
H: 1.79836 -0.53319 -0.53166
H: 1.84855 1.18032 -0.55822

Computed properties:
**Gap between HOMO and LUMO**: 9.60 eV
**E_HOMO**: -8.8 eV
**Largest force on an atom**: 3.319 eV/A
**Energy above the lowest of the compared OMol25 structures with the same formula, charge and spin**: 44.25 kcal per mole
**E_tot**: -16585.01265 eV
**LUMO**: 0.832 eV
**SMILES**: C=N[C@@H]1S[C@H]1C

Molecular formula: C4H7NS
Method: DFT, ωB97M-V with the def2-TZVPD basis set

Geometry (Å):
C: -1.43863 1.26090 -0.00980
C: -1.35815 -0.23328 -0.08994
C: -0.05616 -0.85455 -0.06065
C: 1.10880 -0.15530 -0.04897
H: -1.14992 1.49992 1.01344
H: -2.47165 1.69733 -0.20031
H: -0.76486 1.74200 -0.72458
H: -0.09313 -1.94355 -0.00868
H: 1.10913 0.92361 -0.10501
H: 2.31531 -1.74218 0.19395
H: 3.21224 -0.31066 0.13722
N: 2.32951 -0.79608 -0.06923
S: -2.74249 -1.08816 -0.02743

Computed properties:
**Gap between HOMO and LUMO**: 8.07 eV
**E_HOMO**: -8.0 eV
**Largest force on an atom**: 1.911 eV/A
**Energy above the lowest of the compared OMol25 structures with the same formula, charge and spin**: 20.00 kcal per mole
**E_tot**: -16586.06403 eV
**LUMO**: 0.054 eV
**SMILES**: CC(=S)/C=C/N